(1)
ORCA calculation (wB97M-V/def2-TZVPD) on a 2-piece molecular cluster, C3H9N3S overall.

```
16
Properties=species:S:1:pos:R:3:forces:R:3
C 1.36206 -0.37508 1.54096 0.03 -0.39 0.15
C 0.47271 -1.14167 0.53802 -0.04 0.00 0.10
C -0.31192 -0.73423 -1.80154 0.18 0.03 -0.11
N -1.13252 3.21069 -0.37079 0.11 -0.18 -0.58
N 1.67687 0.92107 1.00620 0.51 0.80 0.44
N 0.52942 -0.37985 -0.69079 0.17 -0.31 -0.04
S 1.14771 1.15050 -0.42988 -0.57 0.30 -0.28
H 0.86452 -0.24455 2.50712 0.03 -0.15 -0.05
H 2.30718 -0.89890 1.72427 -0.13 -0.08 0.03
H 0.84843 -2.15237 0.35503 -0.07 0.01 0.09
H -0.56348 -1.21345 0.89820 0.02 -0.03 -0.02
H 0.18959 -1.47976 -2.42858 -0.18 0.04 -0.05
H -1.26061 -1.14835 -1.45211 -0.08 0.06 -0.01
H -0.51375 0.15411 -2.39507 -0.09 0.00 -0.15
H -0.73064 3.77703 0.37368 0.10 -0.05 0.27
H -1.80103 2.59082 0.08671 0.00 -0.06 0.22
```
Positions in Å, forces in eV/Å.

Values from the calculation:
- Total charge: 0
- E_HOMO (alpha / beta): -8.53 / -6.80 eV
- Energy relative to the best compared isomer or geometry (same formula, charge and spin): 100.3 kcal/mol
- Lowest unoccupied orbital energy (alpha / beta): 0.38 / -0.29 eV

Atom charges from the Löwdin analysis, given in e for atoms 1 to 5: number 1, C, carries -0.297; number 2, C, carries -0.222; number 3, C, carries -0.126; number 4, N, carries 0.011; number 5, N, carries -0.404


(2)
ORCA calculation (wB97M-V/def2-TZVPD) on an isolated ion of composition C3H9N4 and charge +1.

```
16
Properties=species:S:1:pos:R:3:forces:R:3
C -1.38657 -0.50018 -0.23727 3.87 0.51 -0.51
C 0.05549 1.48545 -0.38085 0.69 0.33 -0.67
C 1.26030 0.74765 0.14681 -0.40 -1.40 2.05
N -2.46545 -1.16033 -0.08076 -3.12 -2.25 0.53
N -1.14926 0.77321 -0.04549 -3.22 1.49 0.97
N 1.52491 -0.47397 -0.59027 -0.31 -0.57 -0.19
N 1.99244 -1.45665 0.06047 -1.48 4.81 0.38
H -0.09897 2.49106 0.06060 0.73 -0.57 -0.30
H 0.32548 1.59045 -1.46328 -1.13 0.03 0.57
H 2.12430 1.34796 0.21612 1.36 0.96 -1.14
H 1.21150 0.53536 1.22317 -0.69 -0.36 0.13
H -3.49185 -0.90239 -0.03923 1.67 0.39 0.18
H -1.86687 1.37870 0.47864 1.12 -1.01 -1.22
H 2.23217 -2.25579 -0.36234 0.96 -3.57 -2.49
H -2.34825 -2.18896 -0.01819 -0.22 1.14 -0.40
H 2.08062 -1.41159 1.03186 0.18 0.07 2.11
```
Positions in Å, forces in eV/Å.

Values from the calculation:
- Total charge: +1
- E_HOMO (alpha / beta): -12.22 / -11.49 eV
- Energy relative to the best compared isomer or geometry (same formula, charge and spin): 110.2 kcal/mol
- Lowest unoccupied orbital energy (alpha / beta): -4.95 / -5.70 eV

Atom charges from the Löwdin analysis, given in e for atoms 1 to 5: number 1, C, carries -0.209; number 2, C, carries -0.179; number 3, C, carries -0.203; number 4, N, carries 0.091; number 5, N, carries -0.035


(3)
ORCA calculation (wB97M-V/def2-TZVPD) on a 2-piece molecular cluster, C3H9N4 overall.

```
16
Properties=species:S:1:pos:R:3:forces:R:3
C 0.22757 1.06767 -0.24033 -0.10 0.98 3.25
C 0.24508 -1.30037 -1.12898 -0.91 0.62 -0.60
C 0.72797 -0.23401 -0.22332 1.76 -2.88 0.84
N -0.59483 -1.78409 1.43080 1.72 2.00 -0.83
N 0.00341 -0.77578 1.61552 -1.52 -2.53 -0.47
N 0.71467 1.93028 0.73011 0.13 -1.13 0.03
N -0.87697 1.39131 -0.87115 0.23 1.12 -0.13
H -0.47194 -0.79953 -1.81320 0.72 -0.84 -0.38
H 0.95899 -1.99983 -1.66879 -0.82 1.20 0.88
H -0.47023 -1.88041 -0.49393 0.40 -0.46 -0.16
H 1.71268 -0.42078 0.25631 -0.61 0.70 -0.67
H -0.89855 -2.56421 2.02190 -0.08 0.71 0.81
H 1.04958 1.50188 1.63144 -0.18 0.45 -1.69
H 0.23382 2.79860 0.89785 -0.11 0.11 -0.13
H -1.37591 0.72641 -1.43712 -0.02 0.39 -0.27
H -1.18534 2.34286 -0.70711 -0.62 -0.43 -0.49
```
Positions in Å, forces in eV/Å.

Values from the calculation:
- Total charge: +1
- E_HOMO: -12.98 eV
- Energy relative to the best compared isomer or geometry (same formula, charge and spin): 79.1 kcal/mol
- Lowest unoccupied orbital energy: -4.75 eV

Atom charges from the Löwdin analysis, given in e for atoms 1 to 5: number 1, C, carries -0.388; number 2, C, carries -0.068; number 3, C, carries -0.191; number 4, N, carries 0.072; number 5, N, carries 0.127


(4)
ORCA calculation (wB97M-V/def2-TZVPD) on C3H9N4O3 as an isolated structure.

```
19
Properties=species:S:1:pos:R:3:forces:R:3
C -0.16407 -1.49658 0.01835 -0.11 -0.54 3.12
C 1.16531 1.92689 0.58580 1.38 0.02 -0.82
C 0.30457 0.81820 0.12034 -0.75 1.71 -3.67
N -0.40035 -2.51529 0.81568 -2.03 -0.68 -4.09
N -0.64545 -1.48329 -1.15424 1.28 1.11 -1.06
N -1.21458 1.14255 0.18824 0.48 -0.68 0.30
N 0.49592 -0.43783 0.57775 2.25 -1.19 0.43
O -1.57635 2.25616 0.00968 -0.04 1.00 -0.35
O -1.89297 0.18536 0.45835 -1.01 -0.06 0.30
O 0.37843 0.81962 -1.75478 0.18 0.38 3.80
H 1.65635 1.58765 1.56193 -0.89 1.28 -1.02
H 1.98929 1.93163 -0.19117 -0.53 0.14 1.09
H 0.61892 2.92195 0.45173 0.82 -1.44 0.96
H -1.01754 -3.20794 0.39597 0.56 -0.24 0.78
H -0.03870 -2.63370 1.67049 1.28 -0.41 3.77
H -1.29534 -2.15109 -1.43375 -1.04 -1.03 -0.92
H -0.25388 -0.73640 -1.70268 -0.50 0.51 -1.32
H 1.20806 -0.65646 1.32438 -1.07 0.63 -1.33
H 0.68237 1.72857 -1.94205 -0.25 -0.51 0.02
```
Positions in Å, forces in eV/Å.

Values from the calculation:
- Total charge: +1
- E_HOMO: -14.93 eV
- Energy relative to the best compared isomer or geometry (same formula, charge and spin): 44.6 kcal/mol
- Lowest unoccupied orbital energy: -4.51 eV

Atom charges from the Löwdin analysis, given in e for atoms 1 to 5: number 1, C, carries -0.433; number 2, C, carries 0.019; number 3, C, carries -0.273; number 4, N, carries 0.267; number 5, N, carries 0.278


(5)
ORCA calculation (wB97M-V/def2-TZVPD) on one molecule with the formula C3H9N5.

```
17
Properties=species:S:1:pos:R:3:forces:R:3
C -1.97953 -1.21561 -0.46176 -2.65 -2.06 -1.14
N -1.46910 -0.28454 0.50072 3.82 -0.11 0.69
N -1.64313 1.11589 0.26554 0.08 -0.67 -0.59
C -0.60045 1.80230 -0.01520 0.77 0.24 -1.66
N 0.72828 1.35284 -0.23446 -0.31 1.61 -0.11
N 0.88139 -0.12426 -0.28658 -0.09 1.33 -0.30
C 2.24293 -0.42786 0.19025 -2.43 -0.08 1.96
N -0.01058 -0.65636 0.68206 -1.85 -0.17 -0.83
H -3.05472 -0.95490 -0.67366 0.97 0.05 0.28
H -1.52075 -1.31903 -1.49102 0.18 0.51 1.20
H -2.08152 -2.30836 -0.02757 0.66 2.32 -0.51
H -0.77972 2.88022 -0.30191 0.37 -1.21 0.79
H 1.35729 2.00962 -0.83637 -1.65 -2.22 1.36
H 2.59928 0.26628 0.91557 0.15 1.18 0.45
H 2.17575 -1.31931 0.78305 0.09 -0.98 -0.34
H 2.88757 -0.48411 -0.58872 1.97 -0.39 -2.36
H 0.26701 -0.33280 1.58007 -0.08 0.66 1.12
```
Positions in Å, forces in eV/Å.

Values from the calculation:
- Total charge: 0
- Structure (SMILES): Cn1nc[nH]n(C)[nH]1
- E_HOMO: -8.18 eV
- Energy relative to the best compared isomer or geometry (same formula, charge and spin): 128.0 kcal/mol
- Lowest unoccupied orbital energy: 0.86 eV

Atom charges from the Löwdin analysis, given in e for atoms 1 to 5: number 1, C, carries -0.153; number 2, N, carries -0.199; number 3, N, carries 0.032; number 4, C, carries -0.229; number 5, N, carries -0.015


(6)
ORCA calculation (wB97M-V/def2-TZVPD) on an isolated ion of composition C3H9N5 and charge +2.

```
17
Properties=species:S:1:pos:R:3:forces:R:3
N -0.90310 -0.86546 -1.87436 -0.58 0.37 -0.78
C -0.08305 0.06847 -1.42816 1.58 -2.11 2.84
N 0.25501 1.26486 -1.86599 -1.48 1.72 -2.26
C 0.64931 -0.43623 0.00751 -3.51 0.97 -1.42
N -0.21322 -1.59966 0.51691 0.48 1.26 -0.47
N -0.61283 -1.36902 1.63344 -0.86 -0.89 1.52
C -0.14847 -0.18825 2.28068 3.02 -0.05 1.16
N 0.45247 0.61681 1.07158 -1.87 -1.52 0.02
H -1.22853 -1.73545 -1.36737 1.10 1.44 -0.20
H -1.34341 -0.80791 -2.79789 0.19 0.38 0.24
H 1.09870 1.81102 -1.59192 -0.86 -1.04 0.07
H -0.30742 1.81375 -2.64262 1.36 -1.82 1.79
H 1.60916 -0.85957 -0.10949 1.48 0.26 -0.17
H -0.78824 0.40950 2.95206 -0.44 -0.31 -0.93
H 0.75845 -0.37446 2.92045 -0.95 -0.64 -0.37
H -0.45049 1.09364 0.96136 0.99 1.25 -1.14
H 1.25565 1.15798 1.33384 0.36 0.75 0.09
```
Positions in Å, forces in eV/Å.

Values from the calculation:
- Total charge: +2
- Structure (SMILES): NC(=[NH2+])[C@@H]1N=NC[NH2+]1
- E_HOMO: -19.08 eV
- Energy relative to the best compared isomer or geometry (same formula, charge and spin): 59.1 kcal/mol
- Lowest unoccupied orbital energy: -8.37 eV

Atom charges from the Löwdin analysis, given in e for atoms 1 to 5: number 1, N, carries 0.235; number 2, C, carries -0.246; number 3, N, carries 0.206; number 4, C, carries -0.075; number 5, N, carries 0.092


(7)
ORCA calculation (wB97M-V/def2-TZVPD) on an isolated ion of composition C3H9N6O3S and charge +1.

```
22
Properties=species:S:1:pos:R:3:forces:R:3
N -3.26174 -0.41226 -1.48310 0.23 0.80 -0.14
C -2.12242 -0.64542 -0.89074 2.19 4.13 0.41
O -1.56027 -1.49695 -0.29720 -1.01 -2.41 0.27
O -1.28932 0.69433 -0.92707 -1.97 -1.48 -0.24
N -0.36340 0.60654 0.08915 1.36 0.30 -0.91
N -0.44142 1.68644 0.92919 -0.02 -0.76 1.41
C 0.17935 1.56044 2.23279 -1.44 0.56 -3.12
N 0.03281 0.33959 2.73712 1.27 0.78 1.40
S 0.90775 2.88104 2.79428 0.33 0.45 0.85
N 0.95890 0.53487 -0.54742 0.37 -1.08 -0.50
C 1.57338 -0.68097 -0.56306 -0.99 1.01 1.39
N 2.91613 -0.78013 -0.72465 -0.95 -0.55 -0.04
O 0.90793 -1.70956 -0.18161 0.62 -0.61 0.27
H -4.01116 -1.05672 -1.38895 -0.55 -0.59 -0.14
H -3.45717 0.56330 -1.72148 0.02 -0.64 0.08
H -0.63476 2.62595 0.63935 0.37 0.30 -0.78
H -0.19926 -0.41717 2.14447 -0.24 -0.71 -0.36
H 0.74386 0.25510 3.44509 -0.25 -0.99 0.45
H 1.35370 1.26805 -1.13332 -0.33 0.35 0.48
H 3.33265 -0.36023 -1.54227 0.31 0.11 0.30
H 3.33666 -1.61455 -0.30514 -0.21 0.31 -0.78
H -0.12694 -1.66688 -0.08410 0.90 0.71 -0.32
```
Positions in Å, forces in eV/Å.

Values from the calculation:
- Total charge: +1
- Structure (SMILES): NC(=O)ON(NC(N)=S)/[NH+]=C(/N)O
- E_HOMO: -11.65 eV
- Lowest unoccupied orbital energy: -3.09 eV

Atom charges from the Löwdin analysis, given in e for atoms 1 to 5: number 1, N, carries 0.257; number 2, C, carries -0.409; number 3, O, carries 0.141; number 4, O, carries -0.007; number 5, N, carries -0.179


(8)
ORCA calculation (wB97M-V/def2-TZVPD) on a 2-piece molecular cluster, C3H9NO overall.

```
14
Properties=species:S:1:pos:R:3:forces:R:3
C 2.26220 -1.18807 -0.96128 -1.13 -0.51 -0.66
O 0.86533 -1.55612 -1.00806 0.60 0.75 -1.48
H 2.82048 -2.09673 -1.18915 0.50 0.05 0.50
H 2.46031 -0.72743 -0.00290 0.33 -0.10 0.21
H 2.47873 -0.48804 -1.77047 0.14 0.23 0.20
C -1.21165 0.65062 0.63582 -0.03 -1.77 -0.59
C -1.39874 1.48362 -0.47600 0.43 0.99 -0.11
N -1.00660 0.85201 2.01575 0.23 0.59 0.30
H -1.30173 -0.44006 0.43962 -0.52 0.21 0.41
H -2.15629 1.25378 -1.23616 0.21 -0.42 0.04
H -0.53943 2.01117 -0.90434 -0.17 0.56 0.05
H -1.47805 0.22699 2.64750 0.04 -0.09 0.18
H 0.58001 -1.11614 -1.84158 -0.48 -0.49 1.27
H -0.37089 1.50720 2.44180 -0.16 -0.01 -0.33
```
Positions in Å, forces in eV/Å.

Values from the calculation:
- Total charge: -1
- Multiplicity: 2
- E_HOMO (alpha / beta): 0.82 / -1.18 eV
- Energy relative to the best compared isomer or geometry (same formula, charge and spin): 63.7 kcal/mol
- Lowest unoccupied orbital energy (alpha / beta): 3.76 / 3.71 eV

Atom charges from the Löwdin analysis, given in e for atoms 1 to 5: number 1, C, carries -0.162; number 2, O, carries -0.172; number 3, H, carries 0.060; number 4, H, carries 0.068; number 5, H, carries 0.067


no.,DFT total energy (a.u.)
1,-682.00612
2,-338.34526
3,-338.39480
4,-564.06930
5,-393.30959
6,-392.75580
7,-1071.85030
8,-249.53460